Density functional theory data (wB97M-V/def2-TZVPD) for a molecular structure, C28H29LuN3Si.

```
62
Properties=species:S:1:pos:R:3:nbo_charge:R:1
C 1.670 -0.687 1.739 -0.40
C 2.154 -1.165 0.485 -0.35
C 3.479 -0.671 0.286 -0.35
H 1.653 -1.900 -0.137 0.23
C 3.836 0.083 1.448 -0.43
C 2.717 0.062 2.351 -0.38
H 2.708 0.419 3.377 0.25
H 0.733 -0.977 2.211 0.24
H 4.130 -0.919 -0.551 0.26
H 4.818 0.505 1.651 0.25
Lu 2.053 1.345 0.453 1.45
C -0.531 -0.036 -1.242 -1.01
H 0.497 -0.003 -0.868 0.21
H -1.197 0.554 -0.603 0.26
H -0.566 0.406 -2.244 0.27
Si -1.286 -1.931 -1.318 1.40
C -3.129 -2.116 -1.356 -0.54
C -3.619 -3.358 -0.894 -0.14
H -2.937 -4.200 -0.751 0.20
C -4.960 -3.501 -0.533 -0.22
H -5.301 -4.443 -0.104 0.23
C -5.846 -2.437 -0.713 -0.18
H -6.900 -2.560 -0.446 0.23
C -5.383 -1.221 -1.232 -0.20
H -6.076 -0.386 -1.372 0.23
C -4.028 -1.053 -1.557 -0.17
H -3.660 -0.099 -1.951 0.23
C -0.289 -2.810 -2.611 -0.47
C -0.657 -4.104 -3.026 -0.22
H -1.703 -4.422 -2.942 0.22
C 0.323 -4.995 -3.480 -0.20
H 0.047 -6.026 -3.709 0.23
C 1.653 -4.577 -3.607 -0.18
H 2.427 -5.282 -3.910 0.23
C 1.992 -3.244 -3.340 -0.21
H 3.023 -2.895 -3.440 0.23
C 1.008 -2.346 -2.912 -0.21
H 1.248 -1.292 -2.752 0.23
H -0.752 -2.602 0.102 0.11
H -1.239 -3.205 -0.310 0.08
N 1.378 3.814 0.398 -0.67
C 2.198 3.993 1.569 0.37
C 2.142 5.137 2.350 -0.25
C 2.859 5.151 3.548 -0.13
C 3.666 4.048 3.851 -0.24
C 3.713 2.958 2.993 0.07
N 2.956 2.927 1.859 -0.56
C 0.066 3.290 0.641 0.31
C -1.078 3.956 0.243 -0.28
C -2.302 3.340 0.520 -0.26
C -2.316 2.121 1.224 -0.25
C -1.118 1.549 1.622 -0.01
N 0.083 2.086 1.252 -0.71
H 1.270 4.709 -0.065 0.41
H 1.491 5.943 2.012 0.24
H 2.790 5.997 4.230 0.24
H 4.268 4.007 4.754 0.24
H 4.335 2.082 3.167 0.22
H -0.970 4.931 -0.248 0.22
H -3.236 3.799 0.201 0.23
H -3.252 1.609 1.456 0.23
H -1.050 0.645 2.230 0.20
```

Summary:
LUMO (spin up / spin down): -3.4 / -4.0 eV
Multiplicity: 1
Total charge: +1
HOMO energy (spin up / spin down): -6.7 / -6.7 eV
Relative energy (zero: lowest compared OMol25 entry of this formula, charge and spin): 46.1 kcal per mole
Orbital gap (spin up / spin down): 3.272 / 2.730 eV